This record from the OMol25 dataset describes 3 unconnected molecules or ions with the total composition C17H33BrClO10PS2 at a distorted geometry. The level of theory is wB97M-V/def2-TZVPD.

Each line ends with the natural charge from an NBO analysis.
Positions of all 65 atoms, in Å:
C -2.263 -6.355 -1.077  -0.41
H 4.633 -3.058 5.254  0.23
C 0.540 8.177 -2.209  -0.67
H -1.917 -8.214 0.013  0.25
H -1.803 -6.877 -1.922  0.20
H -2.351 7.170 -3.738  0.26
C 4.994 -2.761 2.984  -0.45
O 0.943 -1.871 1.569  -0.75
H 0.047 9.034 -1.745  0.24
H -1.459 3.548 1.834  0.17
H -1.515 2.963 -2.151  0.18
C 1.098 -3.858 0.064  0.56
O 1.788 0.655 2.407  -0.79
P 1.524 -0.972 2.898  2.44
H -3.461 -5.153 -2.453  0.22
C 4.128 -1.376 2.901  -0.11
C 4.536 -3.644 4.277  -0.42
H 1.449 7.925 -1.662  0.26
C 0.682 2.826 1.613  -0.43
H 3.474 -4.066 4.144  0.23
H 1.581 2.937 0.905  0.22
H 2.674 -3.213 1.496  0.21
H -4.328 -7.455 -2.595  0.24
O 0.199 -4.733 -0.021  -0.50
C -1.269 7.049 -3.804  -0.68
H -1.030 6.167 -4.402  0.25
C 1.533 -3.190 1.485  -0.17
C -3.580 -5.719 -1.527  -0.41
H 1.237 9.393 -3.872  0.23
C -0.593 8.304 -4.359  -0.40
H 6.112 -2.560 3.139  0.24
H 0.873 3.460 2.566  0.21
H -0.412 4.525 0.686  0.19
O -1.624 7.078 -1.183  -0.94
H -1.550 -5.604 -0.728  0.25
H 4.758 -0.594 3.459  0.21
O 0.167 5.577 -2.158  -0.94
H -3.942 -5.033 -0.754  0.22
H 4.779 -3.417 2.057  0.21
C 0.486 1.303 2.134  -0.09
Cl 1.993 -3.215 -1.426  -0.07
S -0.598 6.803 -2.164  2.17
H -0.080 0.688 1.354  0.20
H -1.192 9.186 -4.112  0.21
H -2.942 3.505 -1.126  0.17
C 0.780 8.418 -3.693  -0.41
Br 5.723 -5.265 4.407  -0.03
H -2.572 -6.888 1.015  0.25
H 3.968 -1.028 1.824  0.21
H -5.601 -6.555 -1.716  0.25
H 1.450 7.651 -4.094  0.22
H -0.511 8.258 -5.448  0.23
C -1.799 3.469 -1.146  -0.27
O -4.233 -9.296 -0.715  -0.94
H -1.396 4.536 -1.209  0.20
C -2.593 -7.358 0.030  -0.68
O -5.109 -7.468 0.801  -0.94
H -0.148 1.391 3.096  0.21
O 2.897 -1.627 3.651  -0.76
O 0.399 -0.956 3.966  -1.07
O -1.210 2.652 -0.107  -0.56
H 1.137 -3.922 2.286  0.23
C -4.559 -6.874 -1.699  -0.68
C -0.680 3.440 0.979  -0.06
S -4.264 -7.917 -0.282  2.17

Computed properties:
**LUMO energy**: -0.5 eV
**Largest force on an atom**: 6.33 eV Å⁻¹
**Electronic energy**: -152160.7774 eV
**HOMO-LUMO gap**: 9.08 eV
**Molecular weight**: 607.9 g mol⁻¹
**SMILES**: COCCCO[P@](=O)(OCCCBr)OCC(=O)Cl.O=S1(=O)CCCC1.O=S1(=O)CCCC1
**Energy relative to the best compared isomer or geometry (same formula, charge and spin)**: 2.6774 eV